The following is a quantum chemistry calculation of 2 unconnected molecules or ions with the total composition C9H9F2N2 in a non-equilibrium geometry, from OMol25.

Geometry as ORCA input:
```
! wB97M-V def2-TZVPD RIJCOSX def2/J DEFGRID3
* xyz 1 1
F 3.119 3.497 -3.088
F 3.306 1.683 2.034
C 3.293 1.683 -1.591
C 3.084 3.963 -0.776
C 3.341 1.217 -0.278
C 3.132 3.497 0.538
C 3.165 3.046 -1.815
C 3.260 2.134 0.761
H 3.354 0.994 -2.445
H 2.984 5.033 -1.000
H 3.441 0.147 -0.054
H 3.072 4.186 1.391
C 0.224 1.988 0.429
C -1.142 1.891 0.395
C -0.458 1.225 2.404
N 0.610 1.570 1.679
N -1.527 1.419 1.626
H 0.936 2.316 -0.327
H -1.856 2.118 -0.397
H -0.457 0.857 3.430
H 1.586 1.524 2.024
H -2.502 1.235 1.923
*
```

- frontier orbital gap (hartree) = 0.359
- ΔE to the lowest compared entry with this formula, charge and spin (eV) = 0.0000
- DFT total energy (eV) = -17887.8587
- LUMO energy (eV) = -3.1